# 1
The following is a DFT calculation (wB97M-V/def2-TZVPD) of a 2-piece molecular cluster, C33H29O9S2 overall.

```
73
Properties=species:S:1:pos:R:3:forces:R:3:mulliken_charge:R:1
C -5.907 -1.457 0.513 0.15 0.72 0.21 -0.826
O -5.501 -0.171 1.020 0.03 -0.35 -0.51 -0.441
C -4.218 0.243 0.844 0.96 0.14 0.19 0.980
C -3.880 1.472 1.468 -0.52 -0.91 -0.28 -0.774
C -2.569 1.870 1.526 0.88 -0.10 -0.33 -0.488
C -1.530 1.083 0.963 -1.29 -0.34 -0.18 0.212
C -0.169 1.533 1.115 0.91 -0.53 -0.23 -0.590
C 0.945 0.752 1.208 -0.33 0.26 0.33 0.914
C 2.259 1.434 1.222 0.13 1.07 0.47 -0.132
O 2.399 2.640 1.246 0.10 -1.17 -0.35 -0.649
O 3.362 0.632 1.310 -0.31 -0.32 -0.36 -0.350
C 3.187 -0.778 1.046 -0.03 0.07 0.72 1.577
C 2.983 -1.041 -0.437 0.06 -0.04 -0.09 -1.475
C 4.443 -1.471 1.578 -0.27 0.21 0.05 -1.746
O 2.087 -1.284 1.831 0.24 0.26 -0.48 -0.383
C 0.890 -0.624 1.759 -1.00 -0.59 0.29 0.423
O -0.104 -1.139 2.222 1.24 0.25 -0.57 -0.575
C -1.896 -0.080 0.236 0.32 0.74 0.42 -0.263
C -3.217 -0.492 0.156 -0.85 0.16 0.43 -0.622
H -6.955 -1.510 0.807 0.10 -0.22 -0.14 0.245
H -5.818 -1.501 -0.582 0.00 -0.01 0.26 0.319
H -5.340 -2.273 0.981 -0.04 0.22 -0.11 0.345
H -4.675 2.044 1.938 0.14 -0.10 -0.02 0.402
H -2.285 2.788 2.044 -0.16 -0.27 -0.08 0.375
H 0.011 2.604 1.129 0.00 -0.01 -0.08 0.581
H 2.097 -0.525 -0.825 0.20 -0.13 0.07 0.296
H 3.875 -0.701 -0.979 -0.28 -0.02 0.10 0.380
H 2.878 -2.123 -0.590 -0.06 0.28 0.02 0.371
H 4.563 -1.235 2.639 -0.05 -0.03 -0.17 0.411
H 4.352 -2.553 1.460 -0.07 0.16 0.01 0.388
H 5.324 -1.127 1.030 -0.16 0.02 0.05 0.397
H -1.121 -0.661 -0.265 -0.22 0.15 0.17 0.368
H -3.490 -1.403 -0.387 0.22 0.37 0.25 0.327
C -0.748 -2.767 6.904 -0.09 0.05 0.24 -0.407
C 0.466 -2.442 7.527 -0.53 0.08 -0.63 -0.716
C 1.102 -1.243 7.234 -0.11 0.24 -0.12 -0.229
C 0.496 -0.251 6.402 -0.70 -1.41 -0.12 0.667
C 1.011 1.080 6.313 1.73 1.87 0.35 -0.619
S 0.129 2.302 5.365 0.54 -0.19 1.21 1.089
C 1.114 3.764 5.011 0.35 0.33 0.04 -0.326
C 0.700 4.990 5.539 0.17 -0.18 0.06 -0.279
C 1.489 6.124 5.356 0.04 -0.20 -0.21 -0.679
C 2.674 6.041 4.617 -0.14 -0.21 0.06 -0.358
C 3.038 4.828 4.022 -0.21 0.00 0.03 -0.753
C 2.246 3.693 4.204 -0.11 -0.01 0.17 -0.082
O -0.175 1.749 4.057 -0.21 -0.02 -0.10 -0.153
O -0.945 2.811 6.200 -0.40 0.05 -0.45 -0.673
S 2.121 1.690 7.576 -1.25 0.16 -1.27 1.121
C 1.181 1.867 9.102 0.23 -0.22 0.32 0.194
C 0.382 2.995 9.291 -0.32 -0.14 0.06 -0.207
C -0.475 3.055 10.394 0.31 -0.15 -0.15 -0.576
C -0.477 2.021 11.334 0.10 -0.08 -0.09 -0.415
C 0.411 0.951 11.198 0.04 0.18 -0.16 -0.558
C 1.256 0.880 10.087 -0.34 0.06 -0.08 -0.245
O 3.177 0.738 7.839 -0.05 0.08 0.15 -0.746
O 2.488 3.049 7.237 0.10 -0.06 0.03 -0.650
C -0.677 -0.668 5.697 0.20 0.04 0.32 -0.322
C -1.306 -1.876 5.978 0.68 -0.07 0.12 -0.847
H -1.248 -3.709 7.129 0.09 0.19 -0.02 0.340
H 0.923 -3.131 8.238 -0.03 0.07 -0.24 0.357
H 2.102 -1.069 7.616 -0.37 0.06 0.13 0.688
H -0.224 5.044 6.111 0.25 -0.12 -0.05 0.440
H 1.166 7.063 5.806 0.17 -0.17 -0.16 0.355
H 3.309 6.920 4.506 -0.15 -0.21 -0.01 0.344
H 3.941 4.750 3.416 -0.25 0.08 0.15 0.399
H 2.504 2.749 3.729 0.06 0.23 0.23 0.461
H 0.412 3.811 8.572 -0.06 -0.29 0.03 0.318
H -1.144 3.910 10.499 0.17 -0.21 0.05 0.365
H -1.171 2.048 12.175 0.20 0.03 -0.17 0.339
H 0.448 0.157 11.944 -0.06 0.23 -0.14 0.357
H 1.960 0.059 9.975 -0.20 0.14 -0.08 0.372
H -1.067 -0.035 4.905 -0.10 -0.12 0.36 0.258
H -2.226 -2.126 5.449 0.24 0.00 0.09 0.377
```
Positions in Å, forces in eV/Å.

Computed properties:
net charge = -1
strongest force on any atom = 0.0499 hartree/bohr
frontier orbital gap = 0.1940 Ha

# 2
The following is a DFT calculation (wB97M-V/def2-TZVPD) of C33H30As2AuN2OS3 as an isolated structure.

```
72
Properties=species:S:1:pos:R:3:forces:R:3:lowdin_spin:R:1
Au -1.331 -1.188 0.949 0.27 0.10 0.10 0.340
C 0.339 0.531 -1.957 0.01 -0.05 0.03 0.003
C 1.006 -0.833 -1.825 -0.07 -0.03 0.00 0.007
As 0.806 -1.631 -0.068 -0.03 0.01 0.12 0.083
C 1.179 -3.505 -0.252 0.00 0.01 -0.03 0.003
C 0.827 -4.202 -1.403 -0.01 -0.01 -0.03 0.002
C 1.094 -5.560 -1.492 0.00 -0.02 0.00 0.000
C 1.701 -6.221 -0.433 0.00 0.01 0.02 0.002
C 2.045 -5.525 0.719 -0.01 0.00 -0.02 0.000
C 1.785 -4.166 0.813 0.02 -0.05 -0.03 0.002
C 2.231 -0.976 1.043 0.03 0.02 -0.09 0.029
C 3.523 -0.948 0.528 0.01 0.02 0.02 0.005
C 4.556 -0.436 1.298 0.03 -0.01 0.07 0.002
C 4.301 0.035 2.580 0.04 -0.03 -0.04 0.000
C 3.015 -0.013 3.098 -0.03 0.00 0.00 0.001
C 1.977 -0.517 2.327 0.02 0.04 0.04 0.013
As 0.908 1.849 -0.595 -0.17 0.01 -0.06 0.012
C 2.633 2.376 -1.319 0.07 -0.05 0.09 0.003
C 2.915 2.484 -2.678 0.05 -0.01 0.01 0.001
C 4.179 2.865 -3.105 -0.01 -0.01 0.01 0.000
C 5.173 3.145 -2.177 0.00 0.00 0.02 0.000
C 4.901 3.043 -0.820 -0.01 -0.01 -0.01 0.000
C 3.636 2.657 -0.395 0.05 0.00 -0.04 0.000
C -0.251 3.284 -1.222 0.01 0.02 0.02 0.001
C 0.189 4.378 -1.956 0.03 0.04 -0.05 0.000
C -0.710 5.363 -2.349 0.01 -0.01 -0.01 0.000
C -2.052 5.260 -2.016 0.01 -0.04 0.02 0.000
C -2.498 4.172 -1.275 0.01 0.03 -0.02 0.000
C -1.597 3.198 -0.873 -0.04 0.01 -0.01 0.002
H -0.743 0.445 -1.835 0.05 -0.05 0.00 0.003
H 0.510 0.907 -2.963 0.03 0.12 -0.06 0.000
H 2.080 -0.788 -2.007 0.06 0.05 -0.02 0.002
H 0.585 -1.544 -2.538 -0.01 -0.01 0.02 0.000
H 0.343 -3.703 -2.234 0.02 -0.01 0.03 0.000
H 0.827 -6.101 -2.390 0.00 0.00 0.01 0.000
H 1.907 -7.281 -0.505 0.00 0.02 0.00 0.000
H 2.520 -6.039 1.544 0.00 0.00 0.00 0.000
H 2.069 -3.625 1.707 0.00 0.01 0.01 0.000
H 3.736 -1.321 -0.466 0.00 0.00 -0.02 0.000
H 5.562 -0.407 0.898 -0.02 0.01 0.00 0.000
H 5.109 0.434 3.179 -0.02 -0.01 -0.01 0.000
H 2.818 0.346 4.100 0.00 -0.01 -0.01 0.000
H 0.970 -0.538 2.730 -0.03 0.00 -0.01 0.013
H 2.150 2.288 -3.419 -0.06 -0.02 -0.02 0.000
H 4.386 2.948 -4.165 0.00 0.00 0.01 0.000
H 6.158 3.445 -2.512 -0.01 0.00 0.01 0.000
H 5.671 3.263 -0.092 0.00 0.00 -0.01 0.000
H 3.431 2.569 0.666 -0.01 0.00 0.02 0.000
H 1.234 4.470 -2.229 -0.05 0.02 0.03 0.000
H -0.358 6.213 -2.922 -0.01 -0.02 0.02 0.000
H -2.750 6.026 -2.328 0.00 0.00 0.00 0.000
H -3.543 4.091 -1.006 0.02 -0.01 0.00 0.000
H -1.945 2.361 -0.276 -0.02 -0.02 0.02 0.003
S -4.541 -2.254 -2.414 -0.14 -0.02 0.03 0.557
C -3.359 -1.856 -1.309 0.34 -0.04 -0.11 0.044
S -3.309 -0.188 -1.155 -0.21 0.05 -0.09 0.397
S -2.314 -2.976 -0.559 -0.21 0.07 0.06 0.421
N -6.880 -2.069 1.291 0.06 0.00 0.08 0.000
C -6.628 -1.568 2.526 0.02 -0.03 -0.04 0.000
O -7.375 -1.676 3.471 -0.05 0.03 0.01 0.000
C -5.307 -0.861 2.693 -0.03 0.00 0.00 0.000
C -5.205 0.159 3.630 -0.01 0.01 0.04 0.001
C -3.991 0.802 3.798 -0.02 0.02 0.00 0.002
C -2.909 0.392 3.042 0.03 -0.06 -0.04 0.015
N -2.999 -0.615 2.163 -0.10 -0.09 -0.02 0.027
C -4.180 -1.228 1.990 0.09 0.07 -0.01 0.001
H -7.770 -2.517 1.147 -0.01 0.01 -0.01 0.000
H -6.350 -1.791 0.484 -0.02 0.01 -0.03 0.000
H -6.077 0.429 4.211 0.01 -0.01 -0.02 0.000
H -3.873 1.613 4.502 0.00 -0.02 -0.01 0.000
H -1.943 0.871 3.136 0.00 -0.01 -0.01 0.006
H -4.197 -2.040 1.273 0.00 -0.01 0.06 -0.001
```
Positions in Å, forces in eV/Å.

Computed properties:
net charge = +1
strongest force on any atom = 0.0071 hartree/bohr
frontier orbital gap (spin up / spin down) = 0.2868 / 0.1935 Ha
spin multiplicity = 3